1.
# CH4NO2Si

2 unconnected molecules or ions with the total composition CH4NO2Si at a distorted geometry (ωB97M-V/def2-TZVPD, the OMol25 dataset).

Cartesian coordinates (Å):
C: -2.464 -0.006 0.485
N: 1.622 0.070 0.699
O: -0.545 -1.329 -0.062
O: -2.932 0.353 -0.463
Si: 0.210 -0.009 -0.314
H: 1.743 -0.921 1.026
H: 2.515 0.197 0.182
H: 0.653 0.471 -1.648
H: -0.801 1.174 0.096

Computed properties:
Kohn-Sham gap = 8.5 eV
Total charge = -1
HOMO = -4.12 eV

***

2.
# CH4NO3

2 unconnected molecules or ions with the total composition CH4NO3 at a distorted geometry (ωB97M-V/def2-TZVPD, the OMol25 dataset).

Cartesian coordinates (Å):
N: -0.747 -0.073 -0.981
C: -0.228 0.885 -0.007
O: 0.280 0.267 0.959
O: -0.452 2.085 -0.285
H: -1.755 0.097 -1.050
H: -0.405 -1.048 -0.931
H: 1.466 -2.234 -0.371
H: 0.856 -1.374 0.609
O: 0.977 -2.382 0.408

Computed properties:
Kohn-Sham gap = 8.4 eV
Total charge = -1
HOMO = -4.11 eV

***

3.
# CH4NO3

A gas-phase ion, CH4NO3 (charge +1) at a distorted geometry (ωB97M-V/def2-TZVPD, the OMol25 dataset).

Cartesian coordinates (Å):
C: -0.487 0.018 -0.191
N: 0.811 -0.622 -0.131
O: -1.514 -0.460 0.531
O: -1.464 -0.450 -0.887
O: -0.102 1.569 0.112
H: 1.087 -1.429 -0.772
H: 0.790 -0.864 0.920
H: 1.553 0.090 -0.228
H: -0.674 2.147 0.647

Computed properties:
Multiplicity = 3
Kohn-Sham gap (alpha / beta) = 8.0 / 9.6 eV
Total charge = +1
HOMO (alpha / beta) = -12.60 / -17.17 eV

***

Energy relative to the best compared isomer or geometry (same formula, charge and spin) (kcal per mole)
12.02, 13.61, 39.40